DFT (the ωB97M-V functional and the def2-TZVPD basis) results for an isolated ion of composition C4H6NS and charge +1 at a distorted geometry.

Output
Charge ... +1
E_LUMO ... -0.2264 Ha
F_max ... 6.69 eV Å⁻¹
Multiplicity ... 1
Energy above the lowest of the compared OMol25 structures with the same formula, charge and spin ... 49.6 kcal/mol
Frontier orbital gap ... 8.27 eV

Positions of all 12 atoms, in Å:
C (0.668, 1.143, 0.180)
C (1.105, -0.371, 0.131)
C (-1.455, 0.184, 0.396)
C (0.310, -0.785, -0.962)
N (-0.570, 1.151, 0.262)
S (-1.332, -0.843, -1.122)
H (1.424, 1.924, 0.110)
H (2.210, -0.532, 0.201)
H (0.763, -0.599, 1.130)
H (-1.256, -0.508, 1.248)
H (-2.511, 0.460, 0.350)
H (0.644, -1.223, -1.924)

These are the natural (NBO) partial charges, in e, on atoms 1 to 4: 0.234, -0.597, -0.361, -0.172